{
  "formula": "CH2O5P2",
  "method": "ωB97M-V/def2-TZVPD",
  "elements": ["C", "O", "O", "O", "O", "O", "P", "P", "H", "H"],
  "positions_angstrom": [[0.4497, -0.6535, -0.0014], [-0.2006, 1.3763, 1.2734], [1.2535, 1.9951, -0.7607], [0.9127, -1.7933, 0.0514], [2.3376, 1.0619, 1.3155], [-2.0100, -1.6469, -0.6096], [-1.3743, -0.2672, 0.3279], [1.0631, 1.1939, 0.4935], [-1.2713, -1.7789, -1.2958], [-1.1603, 0.5127, -0.7943]],
  "orbital_gap_ev": 6.2,
  "total_charge": -2,
  "homo_ev": 0.40
}

{
  "formula": "C4H5BrN2O",
  "method": "ωB97M-V/def2-TZVPD",
  "elements": ["C", "C", "C", "C", "N", "N", "O", "Br", "H", "H", "H", "H", "H"],
  "positions_angstrom": [[-2.2443, -0.6976, 1.2682], [0.3161, 0.9081, -0.6584], [0.5313, -1.6042, -0.4622], [0.5942, -0.2795, 0.1465], [-1.8436, 0.2618, 1.7687], [0.1360, 2.0793, -0.0206], [0.4016, 0.7758, -1.8930], [1.3211, -0.3741, 1.8383], [1.3409, -1.6460, -1.2363], [-0.4252, -1.7489, -1.0985], [0.5369, -2.3797, 0.2566], [-0.5301, 1.9416, 0.7294], [-0.1349, 2.7635, -0.6386]],
  "multiplicity": 3,
  "orbital_gap_ev": [9.0, 5.0],
  "s2": 2.02,
  "homo_ev": [-8.25, -9.90]
}

{
  "formula": "C5H8FNO2",
  "method": "ωB97M-V/def2-TZVPD",
  "elements": ["O", "C", "O", "C", "F", "C", "C", "C", "N", "H", "H", "H", "H", "H", "H", "H", "H"],
  "positions_angstrom": [[3.6391, -0.6103, 0.5429], [2.7733, 0.1356, 0.5284], [2.8000, 1.3613, 0.9190], [1.4415, -0.2043, -0.2647], [1.7359, -0.7837, -1.4641], [0.5318, -1.1043, 0.5262], [-0.8532, -0.8756, -0.1279], [-0.7314, 0.6646, -0.4708], [0.7041, 0.9686, -0.4517], [2.0600, 1.8608, 0.4550], [0.4990, -0.7575, 1.5923], [0.9140, -2.2198, 0.4835], [-0.8364, -1.3999, -1.0550], [-1.7091, -1.1568, 0.3584], [-1.1672, 0.9822, -1.4173], [-1.2024, 1.3086, 0.3339], [0.8692, 1.6347, -1.1374]],
  "smiles": "O=C(O)[C@@]1(F)CCCN1",
  "orbital_gap_ev": 10.4,
  "homo_ev": -9.81
}

{
  "formula": "C2H11N3O",
  "method": "ωB97M-V/def2-TZVPD",
  "elements": ["N", "C", "N", "H", "H", "H", "H", "H", "H", "N", "C", "O", "H", "H", "H", "H", "H"],
  "positions_angstrom": [[1.9817, -1.4325, 0.5212], [0.9582, -2.4698, 0.3750], [0.9418, -3.2243, 1.6117], [2.2519, -1.1064, -0.3784], [2.7733, -1.8407, 0.9916], [-0.0546, -2.0344, 0.2868], [1.1452, -3.0049, -0.5573], [0.3401, -4.0301, 1.6213], [0.7550, -2.5985, 2.3741], [-2.1277, 2.1196, -0.2374], [-1.5546, 3.2017, -0.9822], [-0.0955, 3.1324, -0.9863], [-1.9253, 1.2462, -0.6974], [-1.6335, 2.0935, 0.6492], [-1.9166, 3.0865, -2.0157], [-1.8777, 4.2225, -0.7824], [0.0383, 2.6393, -1.7936]],
  "smiles": "NCN.NCO",
  "orbital_gap_ev": 9.8,
  "homo_ev": -9.03
}

{
  "formula": "C22H27NO4S",
  "method": "ωB97M-V/def2-TZVPD",
  "elements": ["C", "C", "C", "C", "O", "C", "C", "C", "C", "C", "C", "O", "N", "C", "C", "C", "C", "C", "C", "C", "C", "C", "C", "S", "O", "O", "C", "C", "H", "H", "H", "H", "H", "H", "H", "H", "H", "H", "H", "H", "H", "H", "H", "H", "H", "H", "H", "H", "H", "H", "H", "H", "H", "H", "H"],
  "positions_angstrom": [[-5.9729, -1.3609, -2.0008], [-4.7948, -0.4081, -2.1669], [-4.5506, 0.4675, -0.9389], [-4.0994, -0.3373, 0.2828], [-3.7556, 0.4910, 1.3769], [-2.5828, 1.1723, 1.3679], [-2.3882, 2.0514, 2.4361], [-1.2308, 2.7949, 2.5294], [-0.2328, 2.6645, 1.5774], [-0.4075, 1.7740, 0.5257], [0.6171, 1.6822, -0.5600], [0.3802, 2.0982, -1.6805], [1.8260, 1.1471, -0.2263], [2.0616, 0.4722, 1.0328], [1.7144, -0.9999, 1.0197], [0.7873, -1.5340, 0.1363], [0.4757, -2.8827, 0.1756], [1.0858, -3.7113, 1.1004], [2.0134, -3.1861, 1.9852], [2.3268, -1.8397, 1.9443], [2.8732, 1.2022, -1.2317], [3.3048, -0.1704, -1.7957], [4.3303, -0.8286, -0.8975], [5.2423, 0.5750, -0.1679], [5.2307, 0.4810, 1.2704], [6.5232, 0.7245, -0.7981], [4.1207, 1.9086, -0.7279], [-1.5839, 1.0466, 0.4077], [-6.1600, -1.8922, -2.9310], [-6.8721, -0.8099, -1.7353], [-5.7769, -2.0962, -1.2247], [-4.9860, 0.2459, -3.0201], [-3.8915, -0.9816, -2.3888], [-3.7848, 1.2096, -1.1751], [-5.4634, 1.0085, -0.6821], [-3.2667, -1.0039, 0.0241], [-4.9230, -0.9475, 0.6612], [-3.1701, 2.1391, 3.1734], [-1.1029, 3.4846, 3.3500], [0.6654, 3.2611, 1.6407], [1.4526, 0.9492, 1.8069], [3.1086, 0.5934, 1.3192], [0.3083, -0.8956, -0.5910], [-0.2465, -3.2867, -0.5190], [0.8414, -4.7624, 1.1309], [2.4962, -3.8278, 2.7069], [3.0581, -1.4299, 2.6257], [2.4156, 1.7740, -2.0502], [2.4276, -0.8041, -1.9274], [3.7461, 0.0067, -2.7779], [3.8914, -1.3968, -0.0838], [5.0455, -1.4359, -1.4410], [4.6445, 2.4261, -1.5250], [3.9311, 2.5832, 0.1001], [-1.7024, 0.3951, -0.4430]],
  "smiles": "CCCCOc1cccc(C(=O)N(Cc2ccccc2)[C@@H]2CCS(=O)(=O)C2)c1",
  "orbital_gap_ev": 9.3,
  "homo_ev": -8.71
}

{
  "formula": "C24H66N6O6",
  "method": "ωB97M-V/def2-TZVPD",
  "elements": ["C", "O", "C", "C", "C", "N", "H", "H", "H", "H", "H", "H", "H", "H", "H", "H", "H", "C", "O", "C", "C", "C", "N", "H", "H", "H", "H", "H", "H", "H", "H", "H", "H", "H", "C", "O", "C", "C", "C", "N", "H", "H", "H", "H", "H", "H", "H", "H", "H", "H", "H", "C", "O", "C", "C", "C", "N", "H", "H", "H", "H", "H", "H", "H", "H", "H", "H", "H", "C", "O", "C", "C", "C", "N", "H", "H", "H", "H", "H", "H", "H", "H", "H", "H", "H", "C", "O", "C", "C", "C", "N", "H", "H", "H", "H", "H", "H", "H", "H", "H", "H", "H"],
  "positions_angstrom": [[-7.5765, 13.8786, -21.2874], [-8.4751, 14.9401, -21.5431], [-8.0435, 16.1912, -21.0514], [-8.0964, 16.2283, -19.5111], [-9.5265, 15.9122, -19.0282], [-7.5494, 17.4976, -18.9157], [-7.9233, 13.1130, -21.9838], [-7.7151, 13.4720, -20.2796], [-6.5180, 14.1022, -21.4409], [-7.0667, 16.5062, -21.4465], [-8.6638, 16.9795, -21.4880], [-7.4850, 15.4114, -19.1134], [-9.8287, 15.0023, -19.5480], [-10.1741, 16.7213, -19.3641], [-9.5408, 15.7194, -17.9587], [-6.8966, 17.8468, -19.6215], [-6.8808, 17.1095, -18.2531], [-6.0697, 4.0847, -18.9353], [-7.0245, 5.0712, -18.6954], [-8.0966, 5.1448, -19.5790], [-7.8018, 5.4636, -21.0463], [-7.4567, 6.9601, -21.1890], [-9.0795, 5.2951, -21.7638], [-6.5175, 3.0815, -18.9545], [-5.3710, 4.1514, -18.0978], [-5.4389, 4.1827, -19.8288], [-8.6854, 4.2088, -19.5857], [-8.8404, 5.8527, -19.2049], [-6.9267, 4.8801, -21.3496], [-8.1673, 7.5548, -20.6178], [-7.2349, 7.2768, -22.2070], [-6.5039, 7.1193, -20.6643], [-8.8953, 5.3709, -22.7694], [-9.3149, 4.2968, -21.8138], [-6.4387, 10.3185, -22.5794], [-5.4054, 10.0561, -23.4953], [-5.3927, 11.0294, -24.5429], [-4.3732, 10.7070, -25.6469], [-4.0954, 11.8902, -26.5356], [-4.8289, 9.5521, -26.4242], [-6.3720, 11.3072, -22.1315], [-6.6177, 9.5183, -21.8582], [-7.4501, 10.2041, -23.0026], [-6.4112, 11.0743, -24.9466], [-5.1861, 12.0109, -24.0993], [-3.4173, 10.4204, -25.1753], [-5.0145, 12.1423, -27.0823], [-3.4697, 11.6182, -27.3913], [-3.6969, 12.7827, -26.0552], [-4.8019, 8.8676, -25.6636], [-4.1795, 9.2416, -27.1360], [-8.6514, 9.4653, -26.5471], [-9.5579, 8.4251, -26.9630], [-8.8450, 7.3654, -27.5388], [-8.0942, 6.5475, -26.4683], [-7.6065, 5.2250, -27.0778], [-8.9622, 6.2087, -25.3305], [-9.2467, 10.2248, -26.0429], [-8.3219, 9.9211, -27.4832], [-7.8466, 9.1005, -25.9143], [-9.5193, 6.6641, -28.0422], [-8.1957, 7.7203, -28.3518], [-7.1466, 6.9455, -26.0949], [-6.8943, 4.6882, -26.4496], [-6.9527, 5.4194, -27.9398], [-8.4244, 4.6241, -27.4812], [-9.4681, 5.3619, -25.5768], [-9.6716, 6.9436, -25.3243], [-2.0964, 5.5778, -21.6076], [-1.7698, 6.4747, -22.6507], [-2.8906, 7.2319, -23.0846], [-3.7233, 6.5244, -24.1546], [-2.7955, 6.4038, -25.3714], [-4.8888, 7.4175, -24.4061], [-2.8838, 4.8924, -21.9410], [-2.3602, 6.0614, -20.6676], [-1.2528, 4.9058, -21.4477], [-3.4414, 7.6921, -22.2525], [-2.4354, 8.1424, -23.4955], [-4.1586, 5.5508, -23.9316], [-3.1451, 5.6692, -26.1065], [-1.7600, 6.1909, -25.1301], [-2.9298, 7.3089, -25.9733], [-5.7034, 6.9015, -24.0938], [-4.8781, 8.2800, -23.8570], [-6.4631, 16.1624, -30.2259], [-5.7983, 16.1957, -28.9712], [-4.4177, 16.1287, -29.0803], [-3.8341, 15.8501, -27.6487], [-4.2003, 16.9803, -26.7049], [-2.4225, 15.5091, -27.7038], [-6.0301, 16.9514, -30.8519], [-7.5056, 16.4724, -30.1687], [-6.3529, 15.1494, -30.6164], [-4.1810, 15.1641, -29.5574], [-3.8079, 16.9311, -29.5064], [-4.3306, 14.8979, -27.4234], [-3.6742, 16.9418, -25.7452], [-5.2584, 16.9188, -26.4520], [-4.0023, 17.9874, -27.0758], [-2.3059, 14.5894, -28.1059], [-1.9238, 15.5307, -26.8282]],
  "smiles": "COC[C@H](C)N.COC[C@H](C)N.COC[C@H](C)N.COC[C@H](C)N.COC[C@H](C)N.COC[C@H](C)N",
  "orbital_gap_ev": 9.5,
  "homo_ev": -9.04
}

Results for relative energy (zero: lowest compared OMol25 entry of this formula, charge and spin): 2.7400, 0.6916, 0.0000, 0.5669, 0.2086, 3.1113 (in eV, following the order of the records).
Results for electronic energy: -29885.6707, -79293.9764, -13616.8416, -8769.2475, -43767.5344, -47178.6052 (in eV, following the order of the records).
Results for molecular weight: 155.97, 177.00, 133.12, 93.13, 401.53, 534.83 (in g/mol, following the order of the records).